The following is a quantum chemistry calculation of a structure of composition C26H37BrN7O2PReS, from the OMol25 dataset.

Last column: Mulliken charge in e.
Positions of all 76 atoms, in Å:
Re 0.7609 -1.0832 1.7456  2.19
N -1.7034 1.7713 3.9802  -0.21
C -0.7139 1.1005 3.3638  0.35
S -0.7857 -0.6676 3.4328  -0.38
N 0.2298 1.7403 2.7496  -0.95
N 1.2144 0.8786 2.3078  0.27
C 2.4274 1.3313 2.3970  -0.18
C 3.5952 0.5114 2.3690  0.29
C 4.8634 1.1226 2.3279  -0.72
C 6.0034 0.3780 2.4965  -0.74
C 5.9075 -0.9956 2.7630  -0.50
C 4.6828 -1.6185 2.8447  -0.43
C 3.5190 -0.8779 2.6272  0.74
O 2.3486 -1.5197 2.6973  -0.86
H -2.3745 1.2775 4.5434  0.23
H -1.5807 2.7567 4.1543  0.28
H 2.5259 2.3882 2.6312  0.61
H 4.9252 2.1923 2.1707  0.47
H 6.9739 0.8518 2.4523  0.47
H 6.8090 -1.5729 2.9193  0.45
H 4.5908 -2.6727 3.0679  0.53
C 4.4551 -1.1155 -2.7258  -1.58
C 3.4420 -1.4819 -1.6819  0.53
C 3.0363 -2.8239 -1.5083  -0.34
C 2.1148 -3.2086 -0.5491  -1.42
C 1.6410 -2.1566 0.2081  0.41
Br -0.1966 -3.3678 2.1644  -0.33
N 2.0288 -0.9407 0.0798  0.47
C 2.9081 -0.5201 -0.8440  -0.54
H 4.2415 -1.6195 -3.6675  0.41
H 5.4527 -1.4233 -2.4084  0.32
H 4.4737 -0.0424 -2.9050  0.43
H 3.4724 -3.5785 -2.1527  0.53
H 1.7908 -4.2284 -0.4050  0.60
H 3.1689 0.5282 -0.8849  0.43
O -0.5939 -0.5678 0.4177  -0.39
P -1.5882 0.1485 -0.5310  -2.30
N -1.0177 -0.1398 -2.0263  0.53
C -0.5067 -1.4759 -2.4010  0.03
C -1.0864 -1.7709 -3.8008  -0.67
C -2.0140 -0.5887 -4.1214  -0.74
C -1.4951 0.5437 -3.2425  -0.71
N -3.0552 -0.4235 -0.1699  0.85
C -4.2175 -0.1623 -1.0500  -0.32
C -5.4043 -0.6036 -0.1997  -0.84
C -4.8231 -1.7527 0.6216  -0.76
C -3.4418 -1.2347 1.0075  0.11
N -1.6212 1.7515 -0.3685  0.82
C -2.5882 2.4385 0.5231  -0.40
C -1.9293 3.7890 0.7893  -0.65
C -1.1364 4.0462 -0.4885  -0.87
C -0.5545 2.6727 -0.8062  -0.21
H -0.8029 -2.2204 -1.6587  0.43
H 0.5855 -1.4459 -2.4322  -0.30
H -1.6258 -2.7155 -3.8149  0.31
H -0.2833 -1.8469 -4.5323  0.39
H -3.0426 -0.8301 -3.8559  0.15
H -2.0024 -0.3201 -5.1758  0.47
H -2.2470 1.2960 -3.0037  0.35
H -0.6510 1.0467 -3.7224  0.52
H -4.1430 -0.7648 -1.9573  0.12
H -4.2706 0.8894 -1.3382  0.38
H -6.2570 -0.8924 -0.8100  0.42
H -5.7172 0.2099 0.4580  0.31
H -4.7272 -2.6482 0.0048  0.33
H -5.4222 -2.0051 1.4939  0.41
H -2.7189 -2.0273 1.1910  -0.16
H -3.5038 -0.6040 1.8985  0.19
H -2.7621 1.8708 1.4371  0.24
H -3.5448 2.5585 0.0090  0.49
H -1.2476 3.7036 1.6385  0.18
H -2.6599 4.5644 1.0101  0.42
H -0.3630 4.8026 -0.3719  0.41
H -1.8019 4.3631 -1.2934  0.31
H 0.3587 2.4935 -0.2270  -0.03
H -0.3248 2.5387 -1.8617  0.35

Values from the calculation:
Net charge: +2
Maximum force (Eh/bohr): 0.005
Expectation value of S²: 0.769
Lowest unoccupied orbital energy (alpha / beta) (hartree): -0.2981 / -0.2800
Spin multiplicity: 2
Gap between HOMO and LUMO (alpha / beta) (eV): 6.16 / 6.64
Relative energy (zero: lowest compared OMol25 entry of this formula, charge and spin) (kJ/mol): 18.28
HOMO (alpha / beta) (eV): -14.27 / -14.26